{"formula": "C3H10F3NO5P2S", "method": "wB97M-V/def2-TZVPD", "total_charge": -2, "homo_ev": -0.2, "e_tot_ev": -52561.5306, "lumo_energy_ha": 0.181, "multiplicity": 1, "symbols": ["O", "F", "H", "S", "H", "C", "F", "F", "H", "H", "P", "H", "H", "O", "O", "H", "C", "H", "H", "N", "O", "O", "P", "H", "C"], "positions_angstrom": [[0.502, 1.779, -2.768], [4.155, 1.299, -0.849], [-5.166, 1.269, 1.040], [2.364, -0.719, -0.958], [0.023, -2.933, -0.067], [0.737, 1.710, -1.550], [4.851, -0.581, -0.062], [3.477, 0.595, 1.154], [-4.595, -0.314, 1.653], [-1.014, 0.690, -0.312], [-0.362, -1.699, 0.554], [0.776, 0.747, 0.602], [-3.774, 1.186, 2.148], [2.558, -2.137, -0.584], [-3.387, 0.585, 0.236], [-1.802, -1.709, 0.546], [3.753, 0.254, -0.116], [0.840, -0.840, 2.167], [-3.852, 0.138, -0.479], [0.246, -1.656, 2.029], [2.644, -0.579, -2.398], [1.235, 2.682, -0.894], [0.276, 0.099, -0.604], [-0.199, -0.551, -1.813], [-4.285, 0.685, 1.328]]}